63
Properties=species:S:1:pos:R:3:forces:R:3:lowdin_charge:R:1 method="wB97M-V/def2-TZVPD" energy_ev=-124655.814 molar_mass_g_mol=515.3 total_charge=-1 orbital_gap_ev=7.23
H -4.6020 -2.0825 1.7505 0.12 -0.01 -0.13 0.1272
H -3.6387 -6.8610 4.3902 -0.17 -0.14 0.05 0.0828
C -2.4220 -4.5073 1.1603 -0.18 0.02 -0.06 -0.1770
H 5.3559 1.1541 -0.9945 -0.22 -0.14 -0.15 0.1158
O -2.8480 -5.2019 3.4498 -0.41 0.00 -0.03 -0.2047
H -3.0280 -0.9532 3.1593 -0.17 0.15 -0.20 0.1289
H -2.1795 2.3224 -2.6139 0.15 0.52 -0.17 -0.0308
C -3.8637 -5.8036 4.2257 0.33 0.18 -0.09 -0.1190
H -4.8408 -5.6964 3.7430 -0.05 -0.10 -0.02 0.0843
H -0.1633 -1.7515 1.6899 -0.01 0.20 -0.03 0.0792
H -2.2430 -4.9446 0.1737 -0.15 0.00 0.00 0.1240
H -4.6403 2.0919 -1.5193 1.07 1.24 0.68 0.0936
C -1.0884 1.7010 1.0900 -0.46 0.85 1.58 -0.3555
H 2.8321 -0.2526 -4.5819 0.13 -0.03 0.11 0.0928
H -3.9036 -5.2914 5.1883 0.11 -0.04 -0.06 0.0881
O 3.1339 1.9204 -0.9080 0.50 -0.03 0.14 -0.2050
P -1.3686 4.4664 -1.3731 1.32 1.91 -1.68 0.4141
P -2.1517 2.4145 -1.1740 -0.14 -2.69 -1.12 0.2354
C -4.5372 3.5435 0.1660 -2.88 -1.79 0.59 -0.2776
H 6.1510 0.3987 -3.8650 -0.01 0.04 -0.04 0.1202
H -0.7697 1.9400 -1.1908 0.13 0.25 0.23 -0.0406
H -1.4787 -4.0597 1.4745 -0.05 -0.06 0.26 0.1155
H -4.0682 -3.2658 2.9209 0.24 0.00 0.10 0.1105
H -4.1441 4.4775 0.7051 0.00 -1.15 -1.10 0.0804
O -5.5090 2.9612 0.7392 3.09 1.76 -1.74 -0.0742
H 4.3796 0.3703 -5.1747 0.11 -0.02 -0.08 0.0832
H 2.5706 3.6940 -1.7247 0.15 0.29 -0.17 0.0989
H 3.9510 2.3698 0.9470 0.01 0.12 0.03 0.0824
N -0.2342 1.1236 1.7066 -3.26 2.24 -2.74 0.1325
C 3.9171 -0.3238 -4.4680 -0.27 -0.10 0.40 -0.1158
C -3.9826 2.9858 -1.2127 -1.41 0.97 0.77 -0.3363
H -4.0899 3.7546 -2.0516 0.22 -0.66 1.25 0.0658
C 5.6365 0.1753 -2.9252 -0.50 0.05 0.47 -0.1958
H 2.9370 0.9220 0.8564 -0.16 0.09 -0.09 0.0877
H 4.0533 3.7826 -0.7411 0.06 0.00 0.08 0.1265
O -2.1395 2.4852 0.6071 3.75 -3.15 2.56 -0.3965
C -3.7360 -2.6704 2.0695 0.01 0.28 -0.13 -0.1718
H 6.9690 1.2506 -1.6616 0.00 0.06 -0.14 0.1226
O -1.5603 -2.3684 3.1029 0.02 -0.14 -0.40 -0.2140
H -2.1451 -6.4681 2.0139 -0.03 -0.12 -0.24 0.1218
H 0.6472 3.8076 -0.8461 0.03 0.13 -0.97 0.0037
H 4.2236 -1.3524 -4.6847 0.07 0.00 -0.20 0.0841
C 5.9071 1.2943 -1.9249 0.16 0.11 -0.13 -0.1790
C 3.0424 1.9483 0.5024 -0.14 -0.10 -0.23 -0.1139
O -3.4182 -3.5066 0.9539 0.13 -0.22 0.23 -0.1284
O 4.2369 0.0127 -3.1323 0.21 0.24 -0.42 -0.2009
H -2.5435 1.0068 -1.1078 -0.17 0.34 0.06 -0.0115
H -0.1647 -0.8496 3.2415 0.10 0.04 -0.27 0.0594
H 3.8865 2.3167 -3.4269 -0.12 -0.12 0.20 0.1148
C -2.8530 -5.6354 2.0943 0.39 0.44 0.17 -0.1961
C -2.6321 -1.6903 2.4513 -0.04 -0.43 0.36 -0.1867
O 5.7039 2.6079 -2.4459 -0.09 -0.25 0.01 -0.1341
H 0.4742 -2.5047 3.1602 -0.17 -0.02 0.04 0.0819
Br -1.3993 5.5818 0.6391 0.23 -0.29 -0.17 0.1324
O 0.3274 4.2556 -1.6695 -1.78 -0.34 1.94 -0.4923
C 3.4967 3.1773 -1.4630 -0.13 -0.41 -0.36 -0.1900
C 4.3529 2.9954 -2.7125 -0.07 0.17 0.17 -0.1658
C -0.2929 -1.8273 2.7719 0.03 -0.16 0.47 -0.1339
H 2.1676 2.5255 0.8111 0.01 -0.01 0.26 0.0703
H 4.4235 3.9666 -3.2103 0.11 0.00 0.12 0.1258
H -2.2828 -1.1715 1.5541 0.01 0.02 0.00 0.1164
H -3.8474 -5.9793 1.7950 -0.08 -0.01 0.02 0.1207
H 6.0170 -0.7719 -2.5247 0.27 0.04 0.00 0.1229


80
Properties=species:S:1:pos:R:3:forces:R:3:lowdin_charge:R:1 method="wB97M-V/def2-TZVPD" energy_ev=-80740.668 molar_mass_g_mol=689.0 relative_energy_kcal_mol=58.9 total_charge=+1 orbital_gap_ev=8.65
O 3.7299 -2.4984 -1.5909 0.02 0.35 -0.61 0.0469
H -2.3824 -3.5422 -3.3114 -0.14 -0.07 0.14 0.0968
H -2.6813 -1.6476 0.1072 -0.64 0.45 -0.10 0.0502
N 5.6300 -2.9373 4.0798 -0.16 -0.29 0.07 -0.4374
N -0.8507 0.4335 1.3705 3.10 -2.20 -2.11 -0.0513
H -4.1615 -3.3704 -3.4456 0.03 0.12 0.17 0.1056
O 9.7889 0.3237 7.2046 -0.50 -0.50 -0.45 0.0837
C -1.4740 6.0459 -3.9000 -0.08 -0.20 -0.36 0.0580
N 0.3031 3.5973 0.1257 -0.55 -0.39 0.49 -0.3432
N 0.8604 1.2836 -0.0908 -5.24 -1.13 4.35 0.1200
C 0.8679 -1.3081 0.0675 0.86 0.28 1.56 -0.0923
H -1.7077 2.3716 1.8682 0.70 -1.13 -0.38 0.1895
H -3.7670 3.1884 -0.4966 -0.11 -0.12 -0.15 0.0850
O -4.6119 2.0175 -3.3391 0.41 -0.26 0.82 0.0978
O -4.4738 3.9142 -6.3559 0.57 -0.29 -0.44 0.0525
C -3.2983 -3.2722 -2.7881 0.20 0.07 -0.29 0.0416
C 9.9555 -0.7910 5.1898 -0.02 -0.20 -0.31 0.0512
H -1.2565 6.9648 -4.4435 0.08 -0.10 0.14 0.1113
N -2.1900 6.4220 -2.6517 0.03 0.26 0.13 -0.4274
H -4.9200 1.5565 -6.4416 0.14 0.15 -0.08 0.0912
H 10.8735 -1.2938 5.4921 -0.05 0.19 -0.01 0.1060
N 9.2189 -0.4207 6.4271 0.06 0.23 0.41 -0.4281
O 8.0972 -0.8882 6.5756 0.65 0.38 0.19 0.0302
H 9.3307 -1.4548 4.5939 0.04 0.10 0.15 0.0914
N -3.2002 -3.8655 3.7798 0.24 -0.17 0.10 -0.4446
Cl 1.6296 3.7961 -0.9800 -1.22 0.44 0.95 0.7021
H 6.0790 -2.7224 6.1111 -0.13 0.08 -0.08 0.1077
O 4.1068 -2.2488 -3.7181 -0.14 0.15 0.71 0.0771
O -4.4850 -4.0350 -0.9593 0.53 -0.14 -0.27 0.0475
C -3.2439 -0.3899 1.6819 -0.25 -0.64 -0.28 -0.2118
H -3.9576 -0.8844 2.4320 1.44 0.86 -0.63 0.1101
H -4.9371 -4.9761 3.4246 0.13 0.05 -0.14 0.1069
C 0.2554 0.1022 0.5006 -0.26 3.09 -0.38 -0.1205
O 6.3572 -2.7344 3.1183 -0.60 -0.29 0.31 0.0512
O -3.0506 -2.9081 4.5287 0.16 -0.32 -0.40 0.0347
O 4.7515 -3.7929 4.1491 0.72 0.71 -0.41 0.0431
H -4.3572 -3.9841 2.0396 0.00 -0.16 0.08 0.0898
N 3.9365 -1.8223 -2.5876 0.09 -0.48 -0.31 -0.4395
C 3.9840 -0.3479 -2.4000 0.10 0.29 -0.16 0.0433
N -0.9923 1.8083 1.3710 2.63 1.72 -2.21 0.1439
O -1.6006 7.1582 -1.8778 -0.47 -0.55 -0.29 0.0703
N -3.4934 -4.2078 -1.6493 0.00 -0.37 0.25 -0.4491
C 3.1608 -2.2347 1.5726 -5.71 2.22 -2.91 0.1177
H 10.1687 0.1291 4.6465 0.09 -0.09 0.16 0.1044
H 4.7899 -0.1318 -1.6993 -0.20 -0.06 0.04 0.1065
H -5.1830 3.7116 -1.4628 0.16 0.05 -0.16 0.1184
C 2.1172 -1.6520 1.0311 4.38 -3.44 1.55 -0.0880
C 0.0327 2.3242 0.4970 0.92 -3.33 -0.64 -0.3297
H -2.1152 5.3919 -4.4895 0.00 0.15 0.12 0.0948
H -3.1940 1.2273 -6.7944 -0.05 0.09 -0.18 0.0996
H 3.9575 -2.9410 2.0174 -1.58 1.75 -0.79 0.0571
O -3.3149 5.9679 -2.4906 0.59 0.45 0.14 0.0327
H -0.2385 4.4035 0.4822 0.91 -0.54 -0.63 0.1331
H 3.0190 -0.0351 -2.0016 0.16 -0.02 0.11 0.0727
H -1.6183 -0.4288 3.2666 0.30 -0.06 -1.61 0.1409
O -2.8741 3.6004 -7.7971 -0.48 -0.12 0.49 0.0579
O -3.7961 1.0435 -1.5746 -0.05 0.34 -0.56 0.0116
N -3.5017 -1.0795 0.3588 0.68 1.25 0.92 0.0033
C -4.5231 -4.0165 3.1168 -0.31 0.13 -0.06 0.0447
H 4.1742 0.1226 -3.3634 -0.03 -0.18 0.11 0.0974
H -1.3574 -1.6071 1.8191 -0.24 1.75 0.63 0.1352
N -3.7881 3.2123 -7.0869 -0.06 0.41 0.07 -0.4457
C 5.8216 -2.0739 5.2745 0.07 0.23 -0.03 0.0364
H -5.1693 -3.1989 3.4323 0.17 -0.11 0.03 0.0933
C -4.0900 1.7564 -7.1173 -0.27 -0.25 0.12 0.0396
H -0.5582 5.5308 -3.6110 -0.02 0.21 0.00 0.0943
C -1.6948 -0.5549 2.1338 -1.82 0.08 0.14 -0.0742
H -3.5616 0.7137 1.5838 0.61 -1.57 0.31 0.1102
H 4.8836 -1.5489 5.4542 0.02 -0.22 0.04 0.1068
N -4.1934 2.0221 -2.1977 -0.30 0.09 -0.36 -0.4128
H 0.0898 -2.1428 0.1406 1.19 1.16 -0.02 0.1154
H -3.5163 3.9964 -2.0776 -0.37 -0.14 0.02 0.0671
O -2.6516 -5.0774 -1.4871 -0.47 0.48 0.08 0.0669
H -3.2262 -2.2651 -2.3777 -0.21 -0.08 -0.05 0.0798
H 6.6240 -1.3698 5.0734 -0.21 -0.26 -0.04 0.0636
C -4.1618 3.3338 -1.5011 0.13 0.03 0.24 0.0530
H -3.6798 -0.3424 -0.3381 0.36 -1.03 0.31 0.0109
O -2.3583 -4.7103 3.5272 -0.40 0.66 0.21 0.0718
H 1.2186 -1.2127 -1.0301 -0.54 -0.06 1.96 0.1179
H -4.3553 1.4967 -8.1416 0.18 0.03 0.09 0.1038


85
Properties=species:S:1:pos:R:3:forces:R:3:lowdin_charge:R:1 method="wB97M-V/def2-TZVPD" energy_ev=-140055.493 molar_mass_g_mol=873.9 total_charge=+1 orbital_gap_ev=7.14
H -4.4106 -2.6467 -0.0303 0.42 0.00 -0.09 0.1112
O -4.1403 -0.1287 5.0655 1.50 -2.30 -0.55 -0.2564
H 2.3973 -2.2021 2.9664 -0.62 0.00 -0.27 0.1146
H 7.1497 -0.5245 0.0435 0.20 0.14 -0.44 0.0731
C -2.6262 2.1504 1.2502 -2.25 0.68 0.38 -0.3800
F -0.6977 -1.9059 3.2496 1.65 1.10 -1.01 -0.2046
H 7.2630 1.3550 -1.5957 -0.21 0.09 -0.13 0.1346
C 6.5247 0.3536 0.2059 0.16 -0.03 0.03 -0.0496
O -3.7261 1.8068 0.8613 2.95 -0.15 0.56 0.1355
O 1.2796 3.1515 4.9082 0.82 -2.55 -2.68 -0.2505
H -3.2259 -3.8694 -3.1583 -0.17 0.00 0.68 0.0946
S -4.4961 2.1872 -2.4899 -8.54 5.31 1.03 0.4466
C -2.4374 -3.1298 -3.2977 -1.20 -0.22 0.09 0.0242
O -2.3806 -3.4126 2.8286 -0.40 3.13 1.78 -0.3351
C -2.2414 3.5228 1.6317 0.17 0.79 0.26 0.0466
N -3.8197 -1.5180 -1.8134 2.35 -0.49 1.31 0.1005
C 2.1121 -1.9778 0.7245 -0.37 3.16 0.95 -0.3245
O -5.0095 -1.9866 3.6168 2.32 0.08 0.23 -0.2667
H 0.8080 -4.7785 -0.7175 -0.11 0.05 -0.32 0.1077
H 6.9829 0.8965 1.0326 -0.03 0.13 -0.13 0.0875
O 1.7394 -1.0716 0.0000 0.79 -3.50 0.89 0.1418
H 1.7774 -3.9463 1.3370 0.06 -0.16 0.56 0.1766
H -1.8916 0.6413 -0.4841 0.40 0.19 -0.18 0.0590
C 1.8391 0.9008 -3.1169 -0.37 -0.07 0.00 0.0279
S 1.1413 1.9626 4.0424 -2.69 -3.43 10.97 0.5003
S 2.0197 3.0332 2.0776 0.63 4.22 0.09 0.5959
H 3.6475 -1.1787 -3.9304 0.02 0.29 -0.14 0.1304
N 5.2710 0.7637 -1.8730 -3.44 0.24 -0.58 -0.0546
C 4.0452 -0.4078 -3.2871 0.49 -0.85 0.23 -0.0152
C 2.7907 -1.7575 2.0522 1.16 0.69 -0.41 0.0331
H -0.8051 1.3501 2.1683 0.69 1.22 0.11 0.0526
H 6.1881 -0.9786 -2.7079 -0.26 -0.06 -0.39 0.1398
H -3.1643 -1.3141 0.2084 -0.39 -0.08 0.11 0.0749
F -0.3263 1.4036 4.6490 0.21 0.77 -0.99 -0.2498
C -2.4173 -2.0271 -2.2524 2.42 -0.56 -0.76 -0.3073
H -4.9306 -0.9706 -0.1656 0.30 0.20 0.58 0.1102
F -4.9271 0.2583 3.0496 -0.15 0.43 -1.93 -0.2003
N 1.8649 -3.4692 0.4511 -1.26 1.36 -1.21 0.1149
O -1.3584 -1.5251 -1.8707 -4.00 -1.01 -0.30 0.0942
N -1.5488 1.1373 1.5189 -0.81 -0.27 -2.55 0.0856
S -2.2622 2.0820 -3.2986 3.17 0.11 -0.17 0.5735
H -0.2415 -3.8586 0.2720 0.17 0.51 0.29 0.1124
C 5.2932 -0.3741 -2.6907 -1.43 1.90 0.38 0.0228
H -2.8593 4.2684 1.1314 0.10 -0.21 -0.11 0.1107
H -0.2215 1.3349 -0.2347 -0.31 0.06 0.25 0.0808
O 2.1841 4.3666 2.6604 -1.64 -2.46 -1.30 -0.2591
C 0.6356 -3.7606 -0.3677 -0.48 -1.59 -0.09 0.0238
H 0.4082 -3.1123 -1.2139 0.66 0.38 0.39 0.0821
H -1.5311 -3.7133 -3.4597 0.23 0.70 0.24 0.0929
O -4.1586 3.3055 -1.6223 0.94 -2.08 -0.85 -0.2607
H -1.1783 3.7586 1.5845 0.00 -0.21 -0.56 0.0779
H 5.5889 -0.0611 0.5805 -0.29 0.41 -0.09 0.0619
S -2.1830 -2.1613 3.6294 2.35 -3.72 -0.06 0.5777
C -1.0084 0.6879 0.1529 -0.70 -0.70 1.56 0.0166
O 3.3006 2.3966 1.9725 -0.90 -1.75 -0.55 -0.2962
N 3.2467 0.6187 -2.8078 1.70 -0.63 1.18 -0.0798
H -0.6703 -0.3279 0.3577 0.30 0.14 -0.41 0.0688
O -2.0600 -2.1857 5.0825 -1.32 -0.12 -2.65 -0.2345
F 1.5363 3.2884 0.5815 -0.28 -0.65 0.27 -0.1962
O -5.2978 2.5553 -3.6322 0.99 -0.72 0.66 -0.2648
O -1.3161 2.5759 -2.3145 -1.45 -0.78 -0.28 -0.2915
H 3.5557 2.1547 -1.4008 0.51 0.04 0.36 0.1686
N -3.5097 1.0730 -2.7873 4.43 -0.34 -0.34 -0.3058
F -1.3400 0.9168 -3.9255 -0.75 -0.11 -0.37 -0.2123
S -4.1069 -0.8606 3.8095 -9.38 4.73 3.86 0.4185
H 1.7737 1.8314 -3.6807 -0.10 -0.13 0.08 0.1182
H 1.3824 0.0851 -3.6774 0.40 0.06 -0.17 0.1002
H -2.7951 -2.7101 -4.2379 0.40 0.46 -0.25 0.1079
N 0.6059 2.0916 2.6409 3.85 3.27 -4.66 -0.2910
H 2.9717 -0.6892 2.1711 -0.85 0.20 0.24 0.0875
N -2.8521 -0.7577 2.9631 3.56 -3.73 -0.02 -0.2864
C 3.9712 1.2838 -1.8859 1.77 -0.89 -1.54 0.0462
O 1.8102 0.6850 4.3398 0.95 2.47 -1.27 -0.3091
H -2.4107 3.6386 2.7022 -0.37 -0.23 0.29 0.1205
H -1.9914 0.3643 1.9950 -0.93 -1.04 0.15 0.0564
H -3.6848 -0.5380 -2.0174 0.11 1.93 0.00 0.0516
H -4.6282 -1.7093 -2.3876 -0.15 -1.04 -0.35 0.1792
F -5.6033 1.3754 -1.6169 1.21 -0.55 -0.08 -0.1999
C -4.0792 -1.6403 -0.2862 -0.63 0.19 -1.17 0.0758
H 3.8381 -2.0586 2.0372 0.20 -0.78 -0.41 0.1015
H 2.6737 -3.8451 -0.0229 0.50 -0.14 -0.18 0.1809
H 6.0205 2.2602 -0.6833 0.11 -0.01 -0.19 0.1314
C 6.3316 1.2765 -1.0349 0.36 -0.67 1.69 -0.1459
O -2.6578 2.9849 -4.3293 0.32 -1.13 0.43 -0.2165
H 1.2578 0.9566 -2.1965 0.20 0.27 0.02 0.0840